DFT (ωB97M-V with the def2-TZVPD basis set) results for C28H48BeBrN3P2S as an isolated structure.

HOMO energy (alpha / beta): -13.44 / -13.44 eV
2S+1: 1
electronic energy: -134129.4404 eV
net charge: +2

```
84
Properties=species:S:1:pos:R:3:lowdin_charge:R:1
N 1.29 4.24 -4.01 0.10
C 1.60 4.54 -2.74 -0.12
C 1.91 3.57 -1.79 -0.01
C 1.84 2.21 -2.17 -0.21
C 1.59 1.91 -3.54 0.01
C 1.31 2.97 -4.41 -0.11
C 2.00 1.19 -1.21 0.00
Be 0.00 -0.44 0.05 -0.05
P -0.14 -1.87 1.64 0.94
C 1.60 -0.15 -1.41 -0.15
C 2.49 -1.23 -0.95 -0.25
C 2.50 -2.46 -1.66 -0.02
C 3.08 -3.56 -1.05 -0.09
C 3.52 -3.39 0.26 -0.63
C 3.82 -2.15 0.82 -0.10
C 3.25 -1.04 0.21 -0.05
Br 3.56 -4.94 1.44 0.81
H 2.38 1.46 -0.22 0.12
H 0.99 -0.41 -2.29 0.08
H 2.22 3.84 -0.78 0.11
H 1.62 0.88 -3.92 0.12
H 1.62 5.60 -2.46 0.12
H 1.11 2.76 -5.46 0.13
H 2.06 -2.52 -2.66 0.13
H 3.37 -0.05 0.63 0.12
H 3.14 -4.53 -1.54 0.13
H 4.43 -2.07 1.71 0.13
P -1.82 -0.26 -1.20 0.92
C 1.07 -1.35 2.91 -0.38
C 1.71 -2.47 3.72 -0.13
H 0.54 -0.64 3.57 0.08
H 1.84 -0.77 2.39 0.05
H 2.38 -2.03 4.47 0.09
H 0.97 -3.08 4.25 0.07
H 2.32 -3.13 3.08 0.01
C 0.27 -3.51 0.98 -0.37
C -0.17 -4.72 1.79 -0.13
H 1.36 -3.51 0.88 0.01
H -0.12 -3.56 -0.05 0.07
H 0.20 -5.62 1.28 0.08
H 0.26 -4.71 2.80 0.07
H -1.27 -4.78 1.85 0.08
C -1.79 -1.94 2.40 -0.38
C -1.84 -2.52 3.81 -0.11
H -2.44 -2.51 1.71 0.08
H -2.17 -0.90 2.41 0.05
H -2.88 -2.50 4.16 0.09
H -1.50 -3.56 3.83 0.07
H -1.23 -1.93 4.51 0.08
C -3.41 0.50 -0.67 -0.39
C -4.07 -0.05 0.59 -0.14
H -4.09 0.38 -1.53 0.11
H -3.23 1.58 -0.54 0.06
H -5.13 0.23 0.59 0.09
H -4.02 -1.14 0.65 0.06
H -3.62 0.38 1.49 0.05
C -2.37 -1.93 -1.73 -0.38
C -1.37 -2.66 -2.62 -0.13
H -3.34 -1.79 -2.24 0.10
H -2.57 -2.51 -0.81 0.07
H -1.78 -3.65 -2.89 0.09
H -1.19 -2.12 -3.56 0.08
H -0.41 -2.83 -2.13 0.04
C -1.68 0.58 -2.84 -0.36
C -1.82 2.10 -2.81 -0.13
H -2.46 0.14 -3.48 0.11
H -0.71 0.30 -3.28 0.05
H -1.62 2.50 -3.82 0.09
H -2.83 2.42 -2.54 0.08
H -1.09 2.56 -2.13 0.05
C -0.40 5.27 -0.01 -0.06
N -0.84 3.91 0.30 0.00
C -0.23 3.06 1.15 -0.69
S -0.64 1.35 1.18 0.73
N 0.63 3.55 2.07 -0.02
C 0.46 4.84 2.74 -0.05
H -0.85 6.00 0.68 0.10
H -0.72 5.51 -1.02 0.10
H 0.70 5.35 0.04 0.08
H -1.53 3.48 -0.31 0.11
H 1.03 2.81 2.64 0.12
H 0.81 4.72 3.77 0.10
H 1.08 5.61 2.26 0.09
H -0.58 5.16 2.76 0.10
```